Entry 1:
# C25H50O11

A cluster of 7 separate species, C25H50O11 in total at a distorted geometry (the ωB97M-V functional and the def2-TZVPD basis, OMol25).

Output
Orbital gap in eV: 9.85
SMILES string: CCOC(C)=O.CCOC(C)=O.CCOC(C)=O.CCOC(C)=O.CC(C)=O.CC(C)=O.CC(C)=O
Calculated total energy in Eh: -1809.90134
Energy above the lowest of the compared OMol25 structures with the same formula, charge and spin in kJ/mol: 720.0

```
! wB97M-V def2-TZVPD RIJCOSX def2/J DEFGRID3
* xyz 0 1
C 14.028 28.711 53.800
C 15.177 29.401 53.074
O 15.691 28.605 52.058
C 16.927 28.801 51.515
C 17.268 27.841 50.368
O 17.540 29.802 51.635
H 13.544 29.519 54.405
H 14.337 27.966 54.554
H 13.514 28.506 52.970
H 14.880 30.194 52.433
H 15.877 29.854 53.813
H 18.012 26.997 50.811
H 17.751 28.446 49.634
H 16.164 27.457 50.127
C 21.344 28.626 50.982
C 21.396 27.274 50.346
O 20.438 27.190 49.275
C 20.294 26.184 48.525
C 19.147 26.367 47.560
O 20.880 25.053 48.636
H 21.701 29.485 50.194
H 22.036 28.735 51.781
H 20.301 28.755 51.319
H 22.414 27.082 49.880
H 21.033 26.514 51.104
H 18.936 27.436 47.418
H 18.221 25.885 47.709
H 19.668 26.048 46.456
C 15.698 33.157 51.603
C 16.361 33.105 52.977
O 15.326 33.305 53.965
C 15.682 32.870 55.200
C 14.572 32.879 56.206
O 16.816 32.582 55.612
H 15.027 32.322 51.339
H 16.513 33.139 50.731
H 15.032 34.045 51.470
H 17.088 32.294 53.235
H 17.144 33.821 52.883
H 14.942 32.668 57.190
H 13.932 32.090 56.014
H 14.072 33.744 56.020
C 17.181 25.330 54.179
C 15.582 25.320 53.894
O 14.913 24.698 55.045
C 13.542 24.664 54.993
C 12.956 24.180 56.277
O 12.835 24.872 53.974
H 17.832 25.685 53.424
H 17.461 24.229 54.376
H 17.099 25.835 55.147
H 15.353 26.190 53.605
H 15.204 24.490 53.152
H 12.861 25.123 56.884
H 13.458 23.196 56.624
H 11.960 23.715 55.985
C 17.637 22.620 49.566
C 17.832 23.883 50.320
C 19.080 23.941 51.241
O 17.006 24.867 50.150
H 17.361 22.992 48.687
H 16.692 22.188 49.864
H 18.414 21.768 49.655
H 20.190 23.867 50.710
H 19.033 23.131 52.014
H 18.915 24.794 51.809
C 11.518 26.147 49.771
C 11.767 27.549 49.151
C 13.124 28.071 49.568
O 10.940 28.187 48.386
H 11.604 26.136 50.783
H 12.327 25.377 49.393
H 10.581 25.866 49.595
H 13.083 28.385 50.532
H 13.474 28.927 48.980
H 13.548 27.126 49.567
C 19.855 32.427 46.840
C 18.283 31.998 46.934
C 17.866 31.344 48.195
O 17.577 32.015 45.813
H 20.155 32.590 47.956
H 20.067 33.302 46.419
H 20.403 31.659 46.243
H 18.673 30.739 48.630
H 16.869 30.822 48.126
H 17.610 32.103 48.965
*
```

Atomic partial charges in e from the Mulliken method, atoms 1 to 8: atom 1 (C): -1.15, atom 2 (C): -0.12, atom 3 (O): -0.02, atom 4 (C): 0.12, atom 5 (C): 0.99, atom 6 (O): -0.53, atom 7 (H): 0.29, atom 8 (H): 0.32



Entry 2:
# C5H11NO

An isolated molecule of C5H11NO at a distorted geometry (the ωB97M-V functional and the def2-TZVPD basis, OMol25).

Output
Orbital gap in eV: 10.11
SMILES string: CCN[C@H](C)C=O
Calculated total energy in Eh: -327.07741
Energy above the lowest of the compared OMol25 structures with the same formula, charge and spin in kJ/mol: 141.6

```
! wB97M-V def2-TZVPD RIJCOSX def2/J DEFGRID3
* xyz 0 1
C 0.228 -2.261 0.121
C -0.576 -1.292 -0.756
N -0.978 -0.035 -0.166
C -0.035 1.092 -0.272
C 1.197 1.056 0.618
C -0.866 2.348 0.011
O -0.418 3.364 0.461
H 0.569 -3.127 -0.464
H 1.108 -1.828 0.586
H -0.464 -2.787 0.783
H 0.023 -1.098 -1.643
H -1.473 -1.817 -1.089
H -1.221 -0.106 0.816
H 0.287 1.144 -1.313
H 0.965 1.094 1.680
H 1.821 1.910 0.367
H 1.770 0.151 0.458
H -1.938 2.194 -0.198
*
```

Atomic partial charges in e from the Mulliken method, atoms 1 to 8: atom 1 (C): -0.97, atom 2 (C): -0.50, atom 3 (N): -0.35, atom 4 (C): 0.29, atom 5 (C): -1.29, atom 6 (C): -0.14, atom 7 (O): -0.48, atom 8 (H): 0.32



Entry 3:
# C4H13N2S

The ion C4H13N2S with charge +1 at a distorted geometry (the ωB97M-V functional and the def2-TZVPD basis, OMol25).

Output
Orbital gap in eV: 9.44
SMILES string: CNC[C@H]([NH3+])CS
Calculated total energy in Eh: -667.61879
Energy above the lowest of the compared OMol25 structures with the same formula, charge and spin in kJ/mol: 160.2

```
! wB97M-V def2-TZVPD RIJCOSX def2/J DEFGRID3
* xyz 1 1
C 1.880 -0.601 -1.953
N 0.995 -1.056 -0.849
C 0.940 -0.173 0.284
C -0.508 0.452 0.265
N -0.492 1.739 1.083
C -1.460 -0.574 0.835
S -3.148 0.011 1.183
H 1.430 -0.785 -2.920
H 1.970 0.482 -1.845
H 2.882 -1.007 -1.851
H 1.335 -1.970 -0.591
H 1.043 -0.672 1.248
H 1.606 0.688 0.242
H -0.682 0.766 -0.760
H -1.348 2.277 0.953
H -0.448 1.473 2.068
H 0.161 2.365 0.601
H -0.926 -1.179 1.576
H -1.531 -1.379 0.098
H -3.699 -0.854 0.332
*
```

Atomic partial charges in e from the Mulliken method, atoms 1 to 8: atom 1 (C): -0.89, atom 2 (N): -0.30, atom 3 (C): -0.95, atom 4 (C): 0.15, atom 5 (N): -0.28, atom 6 (C): -0.97, atom 7 (S): -0.18, atom 8 (H): 0.30